(1)
18
Properties=species:S:1:pos:R:3:forces:R:3:lowdin_charge:R:1 method="wB97M-V/def2-TZVPD" e_above_lowest_ev=4.889 homo_lumo_gap_ev=8.503 e_tot_ev=-8896.808 homo_ha=-0.2756
O -0.37845 -1.82177 -0.27009 -0.02 0.13 -0.31 -0.09
N -0.78809 0.31782 -0.75046 0.10 -0.19 -0.21 0.01
C 0.22012 0.84374 1.46508 0.02 -0.04 0.05 -0.25
C 1.01666 2.03384 0.94006 0.03 0.05 -0.03 -0.12
C 0.19638 -2.60459 -1.75490 0.27 -0.63 -0.25 0.01
C -0.47019 -0.91224 -1.20045 -0.26 0.51 0.43 -0.29
C -1.05355 0.58356 0.66165 -0.07 0.00 0.14 -0.21
H 1.14289 -2.90693 -1.30524 -0.14 0.05 -0.03 0.07
H -1.57137 -0.29397 1.06091 0.05 0.16 0.00 0.11
H 0.36215 -2.31519 -2.79483 -0.05 0.07 0.25 0.04
H 1.35129 1.85294 -0.08762 -0.03 0.05 0.15 0.07
H -0.54915 -3.39708 -1.70853 0.08 0.14 -0.03 0.07
H 1.90546 2.22080 1.55089 -0.12 -0.03 -0.09 0.07
H 0.82937 -0.06625 1.43026 -0.06 0.15 0.03 0.10
H 0.41002 2.94858 0.94190 0.09 -0.12 0.01 0.07
H -1.73739 1.43816 0.72328 0.12 -0.11 -0.03 0.12
H -0.05604 1.00617 2.51507 0.02 -0.02 -0.15 0.11
H -0.83011 1.07241 -1.41696 -0.03 -0.17 0.07 0.12


(2)
18
Properties=species:S:1:pos:R:3:forces:R:3:lowdin_charge:R:1 method="wB97M-V/def2-TZVPD" smiles="C/C=C/C=C/N.O" e_above_lowest_ev=2.573 homo_lumo_gap_ev=8.426 e_tot_ev=-8899.125 homo_ha=-0.2690
O 0.32804 0.69080 2.37820 0.52 0.46 0.87 -0.07
N -2.32072 1.91002 -0.71249 0.30 -0.02 -0.60 0.07
C -1.74256 0.69359 -0.78196 1.81 -1.99 0.68 -0.20
C 2.12069 -2.31279 -0.38111 0.41 0.51 1.25 -0.12
C 0.22660 -0.77461 -0.36874 2.35 2.01 0.31 -0.17
C 1.58881 -0.90629 -0.46854 -2.28 -0.51 0.19 -0.16
C -0.42720 0.54779 -0.43960 -1.74 -0.35 -0.80 -0.17
H 1.24144 0.95081 2.57986 -0.45 -0.16 -0.05 0.05
H 2.25520 -2.44016 0.71021 0.50 -0.51 -0.38 0.08
H 0.06665 1.50727 -0.30101 0.66 -0.37 0.16 0.11
H -0.29532 -1.58725 0.11809 -0.56 -0.47 -0.95 0.12
H 3.07853 -2.47446 -0.89829 -0.46 -0.04 0.16 0.07
H 2.22310 -0.01857 -0.38734 0.00 -0.34 -0.74 0.11
H -1.75473 2.53884 -0.21036 0.24 1.05 0.51 0.08
H -3.27088 2.12868 -0.78281 -1.20 -0.13 -0.15 0.07
H 1.34962 -3.03399 -0.66819 0.34 0.14 -0.25 0.07
H 0.37239 0.29137 1.51114 0.02 -0.21 -0.34 -0.04
H -2.24332 -0.24525 -1.06978 -0.46 0.93 0.12 0.13


(3)
18
Properties=species:S:1:pos:R:3:forces:R:3:lowdin_charge:R:1 method="wB97M-V/def2-TZVPD" smiles="CC[C@@H](C)NC=O" e_above_lowest_ev=1.957 homo_lumo_gap_ev=10.490 e_tot_ev=-8899.741 homo_ha=-0.3520
O -1.07179 1.17217 -2.47422 -0.16 -0.24 0.65 0.03
N -1.24644 0.24032 -0.33880 0.82 1.36 1.12 -0.01
C 0.97988 0.85928 1.44428 -2.60 0.49 0.06 -0.12
C -1.41697 1.21825 -1.31265 0.01 0.10 0.08 -0.35
C -0.15903 -0.68101 -0.54131 2.35 0.57 1.25 -0.32
C 1.32802 -0.05506 0.28521 -2.31 -0.82 -1.18 -0.13
C -0.45564 -2.07756 0.00083 0.18 0.16 0.05 -0.08
H -1.12062 0.73132 0.64851 -1.14 -1.47 -2.78 0.11
H -0.68322 -1.99534 1.07061 0.08 -0.11 -0.09 0.08
H 1.81514 -0.99401 0.57280 0.11 0.48 0.06 0.08
H 1.11446 0.42035 2.43697 0.22 0.16 -0.22 0.07
H 0.20153 -0.64630 -1.57041 -0.57 -0.22 0.05 0.12
H -0.21028 1.11442 1.42155 2.93 -0.32 0.69 0.08
H 1.89857 0.45890 -0.50358 -0.22 -0.26 0.37 0.09
H 0.43497 -2.70214 -0.11938 -0.15 0.00 0.08 0.07
H 1.36662 1.88112 1.39139 0.40 -0.38 0.05 0.07
H -1.30144 -2.60453 -0.46515 0.21 0.45 -0.09 0.08
H -1.93272 2.09655 -0.88995 -0.15 0.04 -0.14 0.13